This record from the Open Molecules 2025 dataset describes 2 unconnected molecules or ions with the total composition C61H71N4O2 at a distorted geometry. The level of theory is ωB97M-V with the def2-TZVPD basis set.

Last columns: bonded neighbours and bond lengths (Å).
Cartesian coordinates (Å):
1 C -2.053 1.396 -0.915  C2 1.513, H44 1.098, H45 1.098, H46 1.086
2 C -2.276 2.431 0.166  C1 1.513, C3 1.537, C4 1.539, C5 1.544
3 C -1.462 3.703 -0.116  C2 1.537, H47 1.098, H48 1.096, H49 1.101
4 C -3.774 2.778 0.116  C2 1.539, H50 1.096, H51 1.100, H52 1.096
5 C -1.913 1.850 1.549  C2 1.544, C6 1.395, C14 1.425
6 C -1.826 2.724 2.633  C5 1.395, C7 1.392, H53 1.091
7 C -2.050 2.262 3.927  C6 1.392, C8 1.393, H54 1.089
8 C -2.386 0.926 4.136  C7 1.393, C9 1.405, H55 1.098
9 C -2.509 0.038 3.056  C8 1.405, C10 1.544, C14 1.439
10 C -3.346 -1.240 3.283  C9 1.544, C11 1.532, C12 1.529, C13 1.538
11 C -2.507 -2.345 3.934  C10 1.532, H56 1.099, H57 1.104, H58 1.092
12 C -4.039 -1.684 1.994  C10 1.529, H59 1.098, H60 1.090, H61 1.098
13 C -4.477 -1.009 4.299  C10 1.538, H62 1.094, H63 1.101, H64 1.097
14 C -1.841 0.459 1.853  C5 1.425, C9 1.439, N15 1.435
15 N -0.821 -0.354 1.254  C14 1.435, C16 1.419, C43 1.403
16 C 0.538 0.051 1.223  N15 1.419, C17 1.383, N27 1.402
17 C 1.053 1.170 0.595  C16 1.383, C18 1.474, H65 1.081
18 C 2.292 1.782 1.111  C17 1.474, C19 1.419, C26 1.420
19 C 3.510 1.903 0.393  C18 1.419, C20 1.381, H66 1.085
20 C 4.697 2.140 1.058  C19 1.381, C21 1.408, H67 1.088
21 C 4.652 2.341 2.451  C20 1.408, N22 1.427, C25 1.407
22 N 5.795 1.955 3.213  C21 1.427, O23 1.253, O24 1.253
23 O 5.713 1.913 4.462  N22 1.253
24 O 6.833 1.628 2.591  N22 1.253
25 C 3.433 2.539 3.127  C21 1.407, C26 1.378, H68 1.085
26 C 2.267 2.271 2.444  C18 1.420, C25 1.378, H69 1.090
27 N 1.293 -1.026 1.708  C16 1.402, C28 1.461, C42 1.394
28 C 2.644 -1.066 2.264  N27 1.461, C29 1.434, C37 1.417
29 C 2.847 -0.904 3.674  C28 1.434, C30 1.575, C34 1.399
30 C 1.737 -0.980 4.788  C29 1.575, C31 1.535, C32 1.532, C33 1.515
31 C 2.255 -0.483 6.146  C30 1.535, H70 1.095, H71 1.095, H72 1.095
32 C 1.303 -2.441 4.946  C30 1.532, H73 1.096, H74 1.098, H75 1.098
33 C 0.537 -0.126 4.435  C30 1.515, H76 1.089, H77 1.099, H78 1.096
34 C 4.159 -0.779 4.143  C29 1.399, C35 1.389, H79 1.090
35 C 5.249 -1.100 3.344  C34 1.389, C36 1.381, H80 1.089
36 C 5.018 -1.552 2.059  C35 1.381, C37 1.401, H81 1.092
37 C 3.754 -1.437 1.465  C28 1.417, C36 1.401, C38 1.555
38 C 3.784 -1.806 -0.045  C37 1.555, C39 1.539, C40 1.511, C41 1.534
39 C 4.980 -1.097 -0.704  C38 1.539, H82 1.095, H83 1.095, H84 1.097
40 C 2.537 -1.363 -0.775  C38 1.511, H85 1.091, H86 1.096, H87 1.099
41 C 3.927 -3.325 -0.196  C38 1.534, H88 1.097, H89 1.097, H90 1.095
42 C 0.462 -2.145 1.693  N27 1.394, C43 1.341, H91 1.080
43 C -0.790 -1.747 1.422  N15 1.403, C42 1.341, H92 1.075
44 H -2.689 0.514 -0.768  C1 1.098
45 H -2.253 1.814 -1.911  C1 1.098
46 H -1.029 1.035 -0.905  C1 1.086
47 H -1.865 4.556 0.447  C3 1.098
48 H -0.409 3.580 0.165  C3 1.096
49 H -1.488 3.965 -1.185  C3 1.101
50 H -4.059 3.506 0.884  C4 1.096
51 H -4.051 3.183 -0.869  C4 1.100
52 H -4.383 1.882 0.280  C4 1.096
53 H -1.594 3.777 2.471  C6 1.091
54 H -2.039 2.962 4.762  C7 1.089
55 H -2.610 0.606 5.163  C8 1.098
56 H -2.067 -1.984 4.874  C11 1.099
57 H -3.154 -3.208 4.169  C11 1.104
58 H -1.684 -2.702 3.313  C11 1.092
59 H -4.895 -1.021 1.809  C12 1.098
60 H -3.405 -1.642 1.108  C12 1.090
61 H -4.418 -2.708 2.114  C12 1.098
62 H -5.150 -0.214 3.964  C13 1.094
63 H -5.061 -1.939 4.389  C13 1.101
64 H -4.100 -0.758 5.298  C13 1.097
65 H 0.339 1.801 0.084  C17 1.081
66 H 3.493 1.813 -0.688  C19 1.085
67 H 5.664 2.130 0.559  C20 1.088
68 H 3.459 2.817 4.176  C25 1.085
69 H 1.300 2.429 2.919  C26 1.090
70 H 2.684 0.521 6.059  C31 1.095
71 H 1.432 -0.419 6.865  C31 1.095
72 H 3.006 -1.155 6.573  C31 1.095
73 H 0.966 -2.859 3.991  C32 1.096
74 H 2.144 -3.050 5.303  C32 1.098
75 H 0.482 -2.530 5.669  C32 1.098
76 H -0.037 -0.538 3.607  C33 1.089
77 H -0.145 -0.054 5.293  C33 1.099
78 H 0.845 0.891 4.165  C33 1.096
79 H 4.368 -0.469 5.167  C34 1.090
80 H 6.261 -1.058 3.743  C35 1.089
81 H 5.860 -1.955 1.493  C36 1.092
82 H 5.936 -1.558 -0.435  C39 1.095
83 H 4.903 -1.114 -1.796  C39 1.095
84 H 5.012 -0.043 -0.400  C39 1.097
85 H 1.644 -1.868 -0.404  C40 1.091
86 H 2.399 -0.283 -0.654  C40 1.096
87 H 2.632 -1.582 -1.848  C40 1.099
88 H 3.086 -3.837 0.287  C41 1.097
89 H 3.928 -3.608 -1.256  C41 1.097
90 H 4.855 -3.692 0.256  C41 1.095
91 H 0.852 -3.133 1.889  C42 1.080
92 H -1.662 -2.366 1.311  C43 1.075
93 C -1.510 -5.810 -5.716  C94 1.407, C116 1.403, H117 1.095
94 C -2.670 -5.814 -4.921  C93 1.407, C95 1.397, H118 1.094
95 C -3.248 -4.606 -4.522  C94 1.397, C96 1.400, H119 1.093
96 C -2.665 -3.391 -4.900  C95 1.400, C97 1.512, C115 1.399
97 C -3.334 -2.107 -4.464  C96 1.512, N98 1.485, H120 1.098, H121 1.103
98 N -2.436 -0.925 -4.482  C97 1.485, C99 1.472, C106 1.333
99 C -2.713 0.104 -5.498  N98 1.472, C100 1.510, H122 1.103, H123 1.099
100 C -3.225 1.405 -4.928  C99 1.510, C101 1.398, C105 1.397
101 C -2.693 2.625 -5.359  C100 1.398, C102 1.396, H124 1.093
102 C -3.144 3.817 -4.790  C101 1.396, C103 1.400, H125 1.092
103 C -4.177 3.799 -3.846  C102 1.400, C104 1.400, H126 1.092
104 C -4.754 2.580 -3.467  C103 1.400, C105 1.399, H127 1.091
105 C -4.299 1.385 -4.036  C100 1.397, C104 1.399, H128 1.095
106 C -1.478 -0.770 -3.568  N98 1.333, C107 1.404, H129 1.096
107 C -0.551 0.284 -3.578  C106 1.404, C108 1.398, H130 1.100
108 C 0.383 0.549 -2.572  C107 1.398, C109 1.455, H131 1.085
109 C 1.330 1.638 -2.764  C108 1.455, C110 1.415, C114 1.416
110 C 2.708 1.355 -2.910  C109 1.415, C111 1.393, H132 1.096
111 C 3.595 2.371 -3.258  C110 1.393, C112 1.403, H133 1.094
112 C 3.120 3.680 -3.432  C111 1.403, C113 1.401, H134 1.090
113 C 1.757 3.970 -3.288  C112 1.401, C114 1.391, H135 1.090
114 C 0.858 2.956 -2.978  C109 1.416, C113 1.391, H136 1.096
115 C -1.517 -3.382 -5.698  C96 1.399, C116 1.403, H137 1.094
116 C -0.927 -4.591 -6.096  C93 1.403, C115 1.403, H138 1.094
117 H -1.060 -6.754 -6.041  C93 1.095
118 H -3.126 -6.763 -4.623  C94 1.094
119 H -4.163 -4.585 -3.924  C95 1.093
120 H -4.170 -1.873 -5.138  C97 1.098
121 H -3.746 -2.213 -3.446  C97 1.103
122 H -1.824 0.281 -6.126  C99 1.103
123 H -3.488 -0.316 -6.153  C99 1.099
124 H -1.916 2.627 -6.128  C101 1.093
125 H -2.691 4.765 -5.087  C102 1.092
126 H -4.559 4.735 -3.433  C103 1.092
127 H -5.569 2.547 -2.743  C104 1.091
128 H -4.765 0.428 -3.779  C105 1.095
129 H -1.380 -1.544 -2.799  C106 1.096
130 H -0.519 0.927 -4.470  C107 1.100
131 H 0.478 -0.114 -1.718  C108 1.085
132 H 3.044 0.314 -2.849  C110 1.096
133 H 4.652 2.127 -3.395  C111 1.094
134 H 3.821 4.472 -3.701  C112 1.090
135 H 1.389 4.986 -3.430  C113 1.090
136 H -0.221 3.140 -2.928  C114 1.096
137 H -1.082 -2.429 -6.013  C115 1.094
138 H -0.021 -4.569 -6.709  C116 1.094

Properties
- HOMO level: -9.175 eV
- Charge: +1
- Gap between HOMO and LUMO: 4.93 eV
- E: -2736.08114 Ha
- Largest force on an atom: 3.2 eV/A

=====

This record from the Open Molecules 2025 dataset describes 2 unconnected molecules or ions with the total composition C3H9NO2 at a distorted geometry. The level of theory is ωB97M-V with the def2-TZVPD basis set.

Last columns: bonded neighbours and bond lengths (Å).
Cartesian coordinates (Å):
1 C 0.649 0.455 0.956  C2 1.583, H6 1.091, H7 1.152, N13 1.576
2 C -0.138 -0.643 0.131  C1 1.583, C3 1.538, H8 1.101, O14 1.440
3 C 0.277 -0.583 -1.348  C2 1.538, H10 1.181, H11 1.126, O15 1.414
4 H 0.387 1.521 2.629  N13 1.000
5 H -1.080 0.851 2.226  N13 1.039
6 H 1.679 0.122 1.090  C1 1.091
7 H 0.465 1.389 0.306  C1 1.152
8 H 0.072 -1.685 0.417  C2 1.101
9 H -2.078 -0.634 -0.938  no bonds
10 H 1.451 -0.715 -1.324  C3 1.181
11 H -0.232 -1.452 -1.850  C3 1.126
12 H 0.206 0.366 -2.948  O15 1.016
13 N -0.063 0.674 2.345  C1 1.576, H4 1.000, H5 1.039
14 O -1.521 -0.284 0.313  C2 1.440
15 O -0.073 0.619 -2.005  C3 1.414, H12 1.016

Properties
- HOMO level: -9.144 eV
- Charge: 0
- Gap between HOMO and LUMO: 9.24 eV
- E: -324.81000 Ha
- Largest force on an atom: 6.3 eV/A

=====

This record from the Open Molecules 2025 dataset describes 3 unconnected molecules or ions with the total composition C18H17B3F16O6 at a distorted geometry. The level of theory is ωB97M-V with the def2-TZVPD basis set.

Last columns: bonded neighbours and bond lengths (Å).
Cartesian coordinates (Å):
1 O 2.428 4.260 -1.329  C2 1.219
2 C 2.865 3.148 -1.570  O1 1.219, C3 1.528, C10 1.524
3 C 3.996 2.879 -2.561  C2 1.528, B4 1.587, H16 1.094, H17 1.091
4 B 5.316 2.518 -1.756  C3 1.587, O5 1.394, O9 1.381
5 O 6.356 1.930 -2.474  B4 1.394, B6 1.382
6 B 6.904 0.883 -1.759  O5 1.382, O7 1.384, H18 1.187
7 O 7.148 1.006 -0.402  B6 1.384, B8 1.379
8 B 6.402 1.976 0.233  O7 1.379, O9 1.384, H19 1.188
9 O 5.438 2.743 -0.398  B4 1.381, B8 1.384
10 C 2.304 1.895 -0.908  C2 1.524, C11 1.366, C15 1.373
11 C 2.412 1.703 0.441  C10 1.366, C12 1.377, H20 1.083
12 C 1.918 0.534 0.974  C11 1.377, C13 1.361, H21 1.082
13 C 1.346 -0.383 0.146  C12 1.361, C14 1.370, H22 1.087
14 C 1.222 -0.192 -1.205  C13 1.370, C15 1.374, H23 1.081
15 C 1.718 0.972 -1.738  C10 1.373, C14 1.374, H24 1.084
16 H 3.727 1.963 -3.095  C3 1.094
17 H 4.139 3.707 -3.257  C3 1.091
18 H 7.189 -0.121 -2.324  B6 1.187
19 H 6.579 2.148 1.395  B8 1.188
20 H 2.880 2.461 1.055  C11 1.083
21 H 2.016 0.391 2.042  C12 1.082
22 H 0.973 -1.311 0.573  C13 1.087
23 H 0.762 -0.899 -1.881  C14 1.081
24 H 1.657 1.174 -2.802  C15 1.084
25 C -3.464 -3.937 -4.391  C26 1.543, O32 1.424, H39 1.090, H40 1.090
26 C -2.046 -3.642 -3.858  C25 1.543, C27 1.531, F30 1.350, F31 1.364
27 C -1.929 -3.021 -2.464  C26 1.531, F28 1.344, F29 1.357, H41 1.093
28 F -2.502 -1.807 -2.398  C27 1.344
29 F -0.618 -2.856 -2.155  C27 1.357
30 F -1.379 -2.893 -4.761  C26 1.350
31 F -1.403 -4.843 -3.795  C26 1.364
32 O -4.038 -3.006 -5.303  C25 1.424, C33 1.384
33 C -4.749 -1.908 -4.851  O32 1.384, C34 1.531, F37 1.344, F38 1.351
34 C -4.097 -0.593 -5.285  C33 1.531, F35 1.346, F36 1.352, H42 1.092
35 F -2.851 -0.483 -4.787  C34 1.346
36 F -4.821 0.449 -4.818  C34 1.352
37 F -4.946 -1.966 -3.522  C33 1.344
38 F -5.971 -1.974 -5.424  C33 1.351
39 H -3.357 -4.844 -4.984  C25 1.090
40 H -4.156 -4.199 -3.590  C25 1.090
41 H -2.379 -3.667 -1.705  C27 1.093
42 H -4.044 -0.533 -6.374  C34 1.092
43 C -1.606 1.062 6.740  C44 1.543, O50 1.425, H57 1.090, H58 1.090
44 C -2.617 -0.088 6.542  C43 1.543, C45 1.531, F48 1.350, F49 1.364
45 C -2.065 -1.449 6.110  C44 1.531, F46 1.345, F47 1.354, H59 1.093
46 F -1.471 -1.398 4.905  C45 1.345
47 F -3.085 -2.335 6.012  C45 1.354
48 F -3.586 0.315 5.694  C44 1.350
49 F -3.214 -0.285 7.752  C44 1.364
50 O -1.464 2.013 5.689  C43 1.425, C51 1.383
51 C -0.579 1.800 4.648  O50 1.383, C52 1.530, F55 1.346, F56 1.351
52 C -1.296 1.726 3.298  C51 1.530, F53 1.347, F54 1.351, H60 1.092
53 F -2.179 0.709 3.272  C52 1.347
54 F -0.393 1.510 2.316  C52 1.351
55 F 0.194 0.721 4.874  C51 1.346
56 F 0.251 2.865 4.619  C51 1.351
57 H -2.008 1.650 7.564  C43 1.090
58 H -0.640 0.701 7.092  C43 1.090
59 H -1.350 -1.832 6.844  C45 1.093
60 H -1.834 2.654 3.094  C52 1.092

Properties
- HOMO level: -9.324 eV
- Charge: 0
- Gap between HOMO and LUMO: 9.84 eV
- E: -2820.23621 Ha
- SMILES: FC(F)C(F)(F)COC(F)(F)C(F)F.FC(F)C(F)(F)COC(F)(F)C(F)F.O=C(CB1OBOBO1)c1ccccc1
- Largest force on an atom: 2.1 eV/A

=====

This record from the Open Molecules 2025 dataset describes 4 unconnected molecules or ions with the total composition C15H33Cl3N4O4 at a distorted geometry. The level of theory is ωB97M-V with the def2-TZVPD basis set.

Last columns: bonded neighbours and bond lengths (Å).
Cartesian coordinates (Å):
1 C 1.938 1.439 -2.047  C2 1.552, H12 1.104, H13 1.109, H14 1.112
2 C 0.733 0.837 -2.817  C1 1.552, Cl3 1.840, C4 1.554, H15 1.103
3 Cl 0.356 1.943 -4.239  C2 1.840
4 C 0.980 -0.573 -3.421  C2 1.554, Cl5 1.837, C6 1.568, H16 1.103
5 Cl -0.655 -1.282 -3.867  C4 1.837
6 C 1.658 -1.597 -2.447  C4 1.568, O7 1.425, H17 1.118, H18 1.106
7 O 0.651 -2.154 -1.607  C6 1.425, C8 1.417
8 C 1.133 -2.467 -0.312  O7 1.417, C9 1.571, H19 1.111, H20 1.108
9 C 1.408 -1.178 0.544  C8 1.571, N10 1.472, Cl11 1.824, H21 1.107
10 N 1.776 -1.531 1.924  C9 1.472, H22 1.025, H23 1.021
11 Cl -0.147 -0.225 0.553  C9 1.824
12 H 2.925 1.212 -2.489  C1 1.104
13 H 1.898 1.168 -0.972  C1 1.109
14 H 1.821 2.545 -2.070  C1 1.112
15 H -0.189 0.814 -2.213  C2 1.103
16 H 1.566 -0.551 -4.355  C4 1.103
17 H 2.040 -2.430 -3.087  C6 1.118
18 H 2.536 -1.197 -1.905  C6 1.106
19 H 2.016 -3.140 -0.344  C8 1.111
20 H 0.314 -2.999 0.211  C8 1.108
21 H 2.248 -0.605 0.108  C9 1.107
22 H 2.680 -2.008 1.848  N10 1.025
23 H 2.026 -0.645 2.366  N10 1.021
24 C -0.500 6.371 -1.917  O25 1.213, N26 1.353, H29 1.102
25 O 0.691 6.248 -2.115  C24 1.213
26 N -1.466 5.646 -2.526  C24 1.353, C27 1.449, C28 1.453
27 C -2.872 5.845 -2.239  N26 1.449, H30 1.093, H31 1.093, H32 1.089
28 C -1.076 4.636 -3.496  N26 1.453, H33 1.083, H34 1.092, H35 1.088
29 H -0.898 7.109 -1.201  C24 1.102
30 H -3.299 4.916 -1.856  C27 1.093
31 H -3.392 6.130 -3.157  C27 1.093
32 H -3.007 6.631 -1.497  C27 1.089
33 H -0.432 3.910 -3.015  C28 1.083
34 H -0.521 5.111 -4.307  C28 1.092
35 H -1.956 4.136 -3.897  C28 1.088
36 C -4.289 -1.126 1.143  O37 1.214, N38 1.354, H41 1.102
37 O -5.191 -1.542 1.839  C36 1.214
38 N -4.321 -1.056 -0.209  C36 1.354, C39 1.450, C40 1.451
39 C -3.203 -0.546 -0.979  N38 1.450, H42 1.094, H43 1.092, H44 1.089
40 C -5.512 -1.508 -0.904  N38 1.451, H45 1.092, H46 1.092, H47 1.088
41 H -3.342 -0.759 1.572  C36 1.102
42 H -3.531 0.322 -1.559  C39 1.094
43 H -2.846 -1.322 -1.659  C39 1.092
44 H -2.388 -0.249 -0.321  C39 1.089
45 H -6.372 -0.925 -0.569  C40 1.092
46 H -5.694 -2.558 -0.669  C40 1.092
47 H -5.387 -1.391 -1.979  C40 1.088
48 C 4.491 -3.152 4.672  O49 1.216, N50 1.351, H53 1.101
49 O 4.674 -2.263 3.862  C48 1.216
50 N 3.386 -3.284 5.438  C48 1.351, C51 1.449, C52 1.451
51 C 3.226 -4.373 6.381  N50 1.449, H54 1.092, H55 1.092, H56 1.089
52 C 2.329 -2.299 5.304  N50 1.451, H57 1.091, H58 1.092, H59 1.088
53 H 5.236 -3.945 4.844  C48 1.101
54 H 2.341 -4.955 6.116  C51 1.092
55 H 3.103 -3.965 7.387  C51 1.092
56 H 4.098 -5.026 6.367  C51 1.089
57 H 1.975 -2.297 4.273  C52 1.091
58 H 2.726 -1.310 5.539  C52 1.092
59 H 1.504 -2.531 5.975  C52 1.088

Properties
- HOMO level: -9.061 eV
- Charge: 0
- Gap between HOMO and LUMO: 9.49 eV
- E: -2491.87936 Ha
- SMILES: C[C@@H](Cl)[C@H](Cl)COC[C@H](N)Cl.CN(C)C=O.CN(C)C=O.CN(C)C=O
- Largest force on an atom: 1.5 eV/A